(1)
Molecular formula: C18H32Cl2KN2O6
Method: DFT, ωB97M-V/def2-TZVPD

As for the HOMO energy: -0.4004 Ha. The value obtained for the energy above the lowest of the compared OMol25 structures with the same formula, charge and spin is 18.3 kJ/mol. Its spin multiplicity is 1. For the LUMO energy, the calculation gives -0.067 Ha. The total charge is +1. For the electronic energy, the calculation gives -75815.0794 eV.

Atoms and positions in Å:
1 K -0.24 -0.03 -0.06
2 C -1.13 -3.02 1.51
3 C -2.00 -1.99 2.21
4 O -2.32 -0.84 1.44
5 C -3.47 -0.88 0.59
6 C -3.20 -1.41 -0.81
7 O -2.24 -0.65 -1.54
8 C -2.70 0.37 -2.42
9 C -2.34 1.76 -1.94
10 O -0.96 1.94 -1.63
11 C -0.05 2.13 -2.72
12 C 0.66 0.86 -3.15
13 O 1.31 0.31 -2.02
14 C 2.20 -0.77 -2.25
15 C 1.50 -2.03 -2.74
16 O 0.38 -2.36 -1.94
17 C 0.47 -3.53 -1.13
18 C 0.92 -3.23 0.28
19 O 0.02 -2.38 0.98
20 H -1.68 -3.54 0.72
21 H -0.83 -3.77 2.25
22 H -1.48 -1.62 3.09
23 H -2.93 -2.49 2.54
24 H -3.83 0.15 0.53
25 H -4.26 -1.48 1.06
26 H -4.15 -1.45 -1.36
27 H -2.81 -2.43 -0.77
28 H -3.79 0.31 -2.55
29 H -2.26 0.17 -3.40
30 H -2.87 1.99 -1.01
31 H -2.65 2.49 -2.69
32 H 0.69 2.85 -2.38
33 H -0.58 2.56 -3.58
34 H 1.40 1.13 -3.92
35 H -0.03 0.13 -3.59
36 H 2.70 -0.93 -1.30
37 H 2.96 -0.48 -2.99
38 H 2.23 -2.85 -2.76
39 H 1.14 -1.90 -3.76
40 H 1.16 -4.26 -1.58
41 H -0.51 -3.99 -1.14
42 H 1.88 -2.70 0.27
43 H 1.08 -4.15 0.85
44 Cl -1.60 2.47 1.53
45 C -1.64 1.85 3.20
46 Cl -0.20 0.92 3.63
47 H -2.51 1.21 3.29
48 H -1.70 2.71 3.86
49 N 3.98 3.87 3.56
50 C 3.39 2.99 2.70
51 C 2.57 3.42 1.66
52 C 1.98 2.48 0.84
53 N 2.13 1.16 0.97
54 C 2.91 0.76 1.98
55 C 3.56 1.61 2.85
56 H 4.02 4.84 3.32
57 H 4.71 3.55 4.18
58 H 2.39 4.47 1.48
59 H 1.36 2.82 0.01
60 H 3.03 -0.31 2.11
61 H 4.18 1.20 3.64

Charges in e, computed with Mulliken, in the same order as the atoms:
1. K 1.023
2. C -0.589
3. C -0.918
4. O 0.074
5. C -0.720
6. C -0.549
7. O -0.277
8. C -0.642
9. C -0.693
10. O -0.097
11. C -0.990
12. C -0.309
13. O 0.002
14. C -0.764
15. C -0.572
16. O -0.130
17. C -0.643
18. C -0.621
19. O -0.214
20. H 0.284
21. H 0.496
22. H 0.299
23. H 0.471
24. H 0.263
25. H 0.460
26. H 0.502
27. H 0.200
28. H 0.522
29. H 0.276
30. H 0.254
31. H 0.445
32. H 0.334
33. H 0.437
34. H 0.459
35. H 0.155
36. H 0.192
37. H 0.436
38. H 0.443
39. H 0.319
40. H 0.385
41. H 0.342
42. H 0.267
43. H 0.468
44. Cl -0.059
45. C -0.331
46. Cl -0.126
47. H 0.163
48. H 0.449
49. N -0.500
50. C 0.871
51. C -0.735
52. C -0.258
53. N 0.098
54. C -0.660
55. C -0.613
56. H 0.216
57. H 0.212
58. H 0.362
59. H 0.123
60. H 0.352
61. H 0.358

---

(2)
Molecular formula: C6H12O
Method: DFT, ωB97M-V/def2-TZVPD

As for the structure (SMILES): CC(C)[C@@H]1C[C@H]1O. As for the HOMO energy: -0.3384 Ha. The value obtained for the energy above the lowest of the compared OMol25 structures with the same formula, charge and spin is 422.6 kJ/mol. Its spin multiplicity is 1. For the LUMO energy, the calculation gives 0.032 Ha. For the electronic energy, the calculation gives -8459.9737 eV.

Atoms and positions in Å:
1 C 1.65 0.96 0.59
2 C 0.91 -0.35 0.43
3 C 1.44 -1.04 -0.99
4 C -0.61 -0.14 0.31
5 C -1.96 -0.78 0.35
6 C -1.75 0.64 -0.22
7 O -2.41 1.75 0.29
8 H 1.52 1.41 1.57
9 H 2.71 0.77 0.41
10 H 1.29 1.67 -0.16
11 H 1.10 -1.09 1.20
12 H 2.44 -1.42 -0.81
13 H 1.49 -0.32 -1.84
14 H 0.84 -1.90 -1.39
15 H -0.27 -0.53 -0.64
16 H -2.07 -1.60 -0.36
17 H -2.61 -0.87 1.21
18 H -1.73 0.72 -1.31
19 H -2.13 1.89 1.20

Charges in e, computed with Mulliken, in the same order as the atoms:
1. C -1.310
2. C 0.457
3. C -1.457
4. C -0.486
5. C -0.630
6. C 0.159
7. O -0.560
8. H 0.329
9. H 0.400
10. H 0.290
11. H 0.383
12. H 0.428
13. H 0.326
14. H 0.385
15. H 0.217
16. H 0.197
17. H 0.247
18. H 0.305
19. H 0.317

---

(3)
Molecular formula: C22H19ClN4O5S
Method: DFT, ωB97M-V/def2-TZVPD

As for the structure (SMILES): O=C(c1ccc(S(=O)(=O)c2cccc(Cl)c2)c([N+](=O)[O-])c1)N1CCN(c2ccccn2)CC1. As for the HOMO energy: -0.3037 Ha. Its spin multiplicity is 1. For the LUMO energy, the calculation gives -0.037 Ha. For the electronic energy, the calculation gives -62674.9171 eV.

Atoms and positions in Å:
1 O 1.23 3.69 0.18
2 C 1.01 2.51 0.34
3 C -0.40 2.00 0.46
4 C -0.91 1.57 1.68
5 C -2.24 1.22 1.80
6 C -3.08 1.27 0.70
7 S -4.86 0.99 1.01
8 O -5.57 2.10 0.44
9 O -4.96 0.80 2.43
10 C -5.33 -0.56 0.24
11 C -6.51 -0.66 -0.45
12 C -6.87 -1.88 -0.99
13 C -6.05 -2.99 -0.84
14 C -4.86 -2.86 -0.13
15 Cl -3.83 -4.23 0.06
16 C -4.49 -1.64 0.42
17 C -2.58 1.70 -0.51
18 N -3.41 1.71 -1.69
19 O -4.33 0.90 -1.70
20 O -3.13 2.46 -2.58
21 C -1.25 2.09 -0.64
22 N 1.99 1.59 0.48
23 C 1.81 0.15 0.45
24 C 2.44 -0.41 -0.84
25 N 3.83 -0.03 -0.93
26 C 4.77 -0.87 -0.38
27 C 6.14 -0.57 -0.37
28 C 7.02 -1.51 0.13
29 C 6.54 -2.72 0.60
30 C 5.17 -2.93 0.54
31 N 4.31 -2.04 0.07
32 C 3.98 1.41 -0.93
33 C 3.37 2.00 0.36
34 H -0.26 1.52 2.54
35 H -2.67 0.93 2.75
36 H -7.12 0.22 -0.57
37 H -7.80 -1.98 -1.54
38 H -6.32 -3.94 -1.26
39 H -3.57 -1.54 0.98
40 H -0.89 2.45 -1.59
41 H 0.75 -0.09 0.49
42 H 2.32 -0.29 1.31
43 H 2.38 -1.50 -0.83
44 H 1.91 -0.01 -1.71
45 H 6.52 0.37 -0.75
46 H 8.08 -1.29 0.15
47 H 7.20 -3.47 1.00
48 H 4.73 -3.85 0.88
49 H 5.03 1.70 -1.01
50 H 3.45 1.81 -1.80
51 H 3.40 3.09 0.33
52 H 3.93 1.63 1.23

Charges in e, computed with Mulliken, in the same order as the atoms:
1. O -0.643
2. C 0.136
3. C -0.013
4. C -0.147
5. C -0.569
6. C 0.107
7. S 1.618
8. O -0.675
9. O -0.759
10. C 0.452
11. C -0.264
12. C -0.580
13. C -0.473
14. C 0.092
15. Cl -0.224
16. C -0.706
17. C 0.186
18. N 0.841
19. O -0.483
20. O -0.615
21. C -0.768
22. N 0.050
23. C -0.492
24. C -1.049
25. N 0.073
26. C 0.932
27. C -0.484
28. C -0.564
29. C -0.450
30. C -0.465
31. N -0.343
32. C -0.908
33. C -0.809
34. H 0.519
35. H 0.590
36. H 0.481
37. H 0.390
38. H 0.429
39. H 0.492
40. H 0.575
41. H 0.502
42. H 0.224
43. H 0.485
44. H 0.334
45. H 0.265
46. H 0.401
47. H 0.381
48. H 0.384
49. H 0.353
50. H 0.371
51. H 0.563
52. H 0.257

---

(4)
Molecular formula: C4H4O
Method: DFT, ωB97M-V/def2-TZVPD

As for the structure (SMILES): C=C=O.C#C. As for the HOMO energy: -0.3400 Ha. The value obtained for the energy above the lowest of the compared OMol25 structures with the same formula, charge and spin is 288.6 kJ/mol. Its spin multiplicity is 1. For the LUMO energy, the calculation gives 0.035 Ha. For the electronic energy, the calculation gives -6256.3879 eV.

Atoms and positions in Å:
1 C -0.81 1.37 -0.65
2 C -0.56 1.16 0.59
3 O -0.45 1.16 1.76
4 H -0.48 2.27 -1.26
5 H -1.52 0.72 -1.32
6 C 0.44 -1.92 0.40
7 C 1.47 -1.42 0.04
8 H -0.56 -2.04 0.71
9 H 2.47 -1.30 -0.29

Charges in e, computed with Mulliken, in the same order as the atoms:
1. C -0.847
2. C 0.747
3. O -0.358
4. H 0.221
5. H 0.215
6. C -0.277
7. C -0.481
8. H 0.414
9. H 0.366

---

Q: HOMO of number 2 (C6H12O)?
A: -0.3384 Ha

---

Copy entry 2 word for word.
Molecular formula: C6H12O
Method: DFT, ωB97M-V/def2-TZVPD

As for the structure (SMILES): CC(C)[C@@H]1C[C@H]1O. As for the HOMO energy: -0.3384 Ha. The value obtained for the energy above the lowest of the compared OMol25 structures with the same formula, charge and spin is 422.6 kJ/mol. Its spin multiplicity is 1. For the LUMO energy, the calculation gives 0.032 Ha. For the electronic energy, the calculation gives -8459.9737 eV.

Atoms and positions in Å:
1 C 1.65 0.96 0.59
2 C 0.91 -0.35 0.43
3 C 1.44 -1.04 -0.99
4 C -0.61 -0.14 0.31
5 C -1.96 -0.78 0.35
6 C -1.75 0.64 -0.22
7 O -2.41 1.75 0.29
8 H 1.52 1.41 1.57
9 H 2.71 0.77 0.41
10 H 1.29 1.67 -0.16
11 H 1.10 -1.09 1.20
12 H 2.44 -1.42 -0.81
13 H 1.49 -0.32 -1.84
14 H 0.84 -1.90 -1.39
15 H -0.27 -0.53 -0.64
16 H -2.07 -1.60 -0.36
17 H -2.61 -0.87 1.21
18 H -1.73 0.72 -1.31
19 H -2.13 1.89 1.20

Charges in e, computed with Mulliken, in the same order as the atoms:
1. C -1.310
2. C 0.457
3. C -1.457
4. C -0.486
5. C -0.630
6. C 0.159
7. O -0.560
8. H 0.329
9. H 0.400
10. H 0.290
11. H 0.383
12. H 0.428
13. H 0.326
14. H 0.385
15. H 0.217
16. H 0.197
17. H 0.247
18. H 0.305
19. H 0.317